# 1
{
  "formula": "C12H34BCsN2",
  "method": "the ωB97M-V functional and the def2-TZVPD basis",
  "species": ["Cs", "B", "H", "H", "H", "H", "C", "C", "N", "C", "C", "C", "C", "H", "H", "H", "H", "H", "H", "H", "H", "H", "H", "H", "H", "H", "H", "H", "C", "C", "N", "C", "C", "C", "C", "H", "H", "H", "H", "H", "H", "H", "H", "H", "H", "H", "H", "H", "H", "H"],
  "xyz": [[-16.79070, -13.53095, -6.39338], [-18.87915, -15.27779, -4.74499], [-18.26653, -14.61531, -4.02960], [-18.19002, -15.77605, -5.51843], [-19.50067, -16.09843, -4.20416], [-19.60617, -14.53606, -5.24814], [-19.23147, -11.54057, -8.41641], [-19.63326, -11.56688, -9.88647], [-19.23807, -10.37391, -10.64126], [-20.01417, -9.22151, -10.17120], [-19.84512, -7.98462, -11.01867], [-19.39409, -10.64239, -12.06090], [-18.42979, -11.67142, -12.60772], [-19.79872, -12.32336, -7.90476], [-19.52261, -10.61128, -7.93061], [-18.17466, -11.71190, -8.22600], [-19.29039, -12.51435, -10.31345], [-20.71166, -11.72731, -10.07753], [-21.08038, -9.50345, -10.16568], [-19.68557, -8.99955, -9.15800], [-20.35227, -7.12367, -10.57681], [-18.80420, -7.66708, -11.12264], [-20.25478, -8.08327, -12.02358], [-19.15104, -9.74546, -12.63462], [-20.42964, -10.86885, -12.37126], [-18.51656, -12.69624, -12.25103], [-17.40383, -11.31670, -12.47520], [-18.52522, -11.70498, -13.69778], [-11.37067, -13.53436, -5.58030], [-12.86356, -13.39175, -5.92569], [-13.73936, -14.26878, -5.15024], [-13.46102, -15.70912, -5.25019], [-13.75001, -16.24368, -6.66995], [-13.85867, -13.87504, -3.74404], [-15.21192, -14.36788, -3.20224], [-10.80790, -12.76964, -6.12198], [-10.96045, -14.48726, -5.90564], [-11.23409, -13.40482, -4.50930], [-13.21207, -12.37067, -5.75544], [-12.97358, -13.54005, -7.00401], [-12.40531, -15.94563, -5.08781], [-14.08365, -16.31126, -4.59789], [-13.16829, -17.16987, -6.71799], [-14.80673, -16.46545, -6.80382], [-13.32981, -15.62440, -7.46108], [-13.97996, -12.78867, -3.76780], [-13.03107, -14.23037, -3.12546], [-15.27975, -14.22530, -2.12240], [-15.42146, -15.41636, -3.41793], [-16.10285, -13.89157, -3.62089]],
  "spin_multiplicity": 1,
  "e_homo_ev": -8.407,
  "orbital_gap_ha": 0.296,
  "mol_weight_g_mol": 350.1
}

# 2
{
  "formula": "C11H16N2O",
  "method": "the ωB97M-V functional and the def2-TZVPD basis",
  "species": ["C", "C", "C", "C", "C", "C", "C", "C", "C", "C", "C", "N", "N", "O", "H", "H", "H", "H", "H", "H", "H", "H", "H", "H", "H", "H", "H", "H", "H", "H"],
  "xyz": [[0.89849, -3.06603, -2.08755], [1.73505, -1.96912, -2.22589], [-0.12968, -3.02593, -1.16156], [1.55442, -0.85066, -1.44322], [-0.34636, -1.89562, -0.40133], [0.48944, -0.77797, -0.53415], [0.36736, 0.35922, 0.30696], [-1.64091, 1.08507, -1.06239], [-1.54255, 1.50816, 1.40642], [0.03941, 2.69399, -0.13385], [-0.70961, 1.36958, 0.12387], [1.14458, 0.32884, 3.16198], [0.59627, -0.52217, 2.31958], [1.10314, -1.63465, 2.25673], [1.05182, -3.94783, -2.69080], [2.54279, -1.99231, -2.94229], [-0.78215, -3.87765, -1.03678], [2.21243, 0.00141, -1.54222], [-1.13747, -1.87379, 0.33277], [-2.18948, 0.15900, -0.90783], [-2.35883, 1.89500, -1.18613], [-1.06651, 0.99299, -1.98189], [-1.88234, 0.53596, 1.74669], [-0.96554, 1.97352, 2.19925], [-2.40906, 2.13391, 1.20719], [0.73919, 2.90479, 0.67151], [-0.67155, 3.51380, -0.20703], [0.59826, 2.63448, -1.06512], [1.99385, 0.08280, 3.66988], [0.76552, 1.26116, 3.20721]],
  "spin_multiplicity": 1,
  "e_homo_ev": [-7.306, -6.909],
  "de_lowest_kcal_mol": 124.6,
  "orbital_gap_ha": [0.265, 0.259],
  "mol_weight_g_mol": 192.3
}

# 3
{
  "formula": "C3H4O3",
  "method": "the ωB97M-V functional and the def2-TZVPD basis",
  "species": ["O", "C", "C", "O", "C", "O", "H", "H", "H", "H"],
  "xyz": [[0.37211, -0.96525, 2.03869], [-0.35230, -0.61113, 1.14579], [0.09885, -0.42940, -0.30941], [-0.99933, -0.50733, -1.16149], [0.75552, 0.94068, -0.38739], [0.16558, 1.86944, -0.88730], [-1.42346, -0.35749, 1.29030], [0.83949, -1.20579, -0.54050], [-1.22881, 0.40727, -1.39775], [1.76177, 1.04852, 0.05397]],
  "spin_multiplicity": 1,
  "e_homo_ev": -10.251,
  "de_lowest_kcal_mol": 35.5,
  "orbital_gap_ha": 0.379,
  "mol_weight_g_mol": 88.1
}